The following is a quantum chemistry calculation of 5 unconnected molecules or ions with the total composition C15H40O15S5, from the Open Molecules 2025 dataset.

Each line ends with the Mulliken charge.
Atoms and positions in Å:
H1 -2.07231 -3.44866 5.37740  0.387
H2 -0.45409 1.14363 2.35038  0.389
O1 0.29017 -4.44198 1.76524  -0.600
H3 0.15451 1.13016 8.15201  0.377
O2 -4.82203 3.92664 -1.38607  -0.342
H4 1.57089 2.75495 -0.75210  0.329
C1 1.50731 0.24443 -6.80742  -0.330
C2 1.80022 -6.92302 3.08950  -0.943
S1 4.01621 1.10303 -6.95458  1.182
H5 -6.58458 6.10520 -2.02126  0.292
C3 3.93401 2.15979 -8.53525  -0.889
H6 -4.49877 5.16668 -3.11374  0.367
O3 2.44860 1.30500 -6.49932  -0.262
H7 -0.55717 -0.56017 2.64790  0.080
H8 -1.83399 0.07870 1.75034  0.348
H9 0.44084 0.90331 -5.00511  0.276
H10 0.79566 0.50724 -7.58713  0.319
H11 3.01345 -3.37836 -0.15769  0.333
O4 -4.32839 4.89387 0.92855  -0.632
O5 -0.51584 1.23293 -2.63532  -0.575
H12 0.24874 -0.55684 8.03629  0.338
O6 2.70116 -5.19636 1.59119  -0.319
S2 -4.39736 3.64999 0.18207  1.206
O7 4.30405 -0.27914 -7.26465  -0.614
O8 2.22995 -2.82999 2.31017  -0.614
S3 0.51018 0.78236 -1.74975  1.060
H13 -2.04958 3.91552 -0.20822  0.363
C4 1.80496 2.08782 -1.57248  -0.996
S4 1.63943 -3.95390 1.62125  1.269
H14 -0.00094 -0.73133 -5.56062  0.416
H15 -2.38218 2.59533 0.89412  0.242
H16 -5.25208 7.19815 -1.79158  0.318
H17 -3.53190 5.47132 -1.77457  0.224
O9 -2.04865 1.51639 6.17182  -0.592
H18 -1.59872 -2.59242 3.78032  0.289
H19 2.91819 2.15479 -8.91942  0.296
H20 -2.68054 2.38510 -0.91057  0.361
H21 2.02811 -0.68288 -7.04198  0.373
O10 1.11292 -0.52231 -1.83776  -0.589
C5 -0.49592 -1.95668 5.52984  -0.353
H22 -0.32118 -1.05555 0.17735  0.268
H23 2.65661 1.46533 -1.30023  0.341
C6 1.94134 -3.57091 -0.14505  -0.933
S5 -0.91693 0.63513 6.13064  1.133
O11 -1.40026 -0.84387 5.67983  -0.272
C7 -4.56265 5.20338 -2.02577  -0.220
O12 -5.25293 2.61169 0.71060  -0.628
C8 0.81276 -0.00406 -5.47595  -1.081
O13 0.26986 1.02366 5.44741  -0.584
C9 -2.68281 3.04504 -0.04856  -0.872
H24 1.90715 2.54236 -2.55363  0.405
H25 0.85808 -6.40815 3.28097  0.259
H26 1.10728 -0.26470 0.85794  0.376
H27 1.42737 -0.51650 -4.73222  0.257
H28 1.56550 -7.53363 2.21912  0.287
H29 -5.79745 6.13056 -0.47843  0.319
O14 4.77318 1.83331 -5.97277  -0.609
H30 -1.38635 0.11503 8.42541  0.299
O15 -0.08277 0.99903 -0.25466  -0.163
C10 -5.60669 6.19271 -1.54609  -1.008
H31 -0.17187 -2.37565 6.48847  0.419
C11 -0.76171 0.20611 1.89349  -1.095
H32 0.42946 -1.58291 5.08471  0.437
H33 -0.61880 -3.78968 4.55643  0.230
C12 2.96757 -5.98379 2.76840  -0.326
H34 4.54159 1.75297 -9.34186  0.354
H35 1.36329 -2.70910 -0.46057  0.223
C13 -0.45361 0.26350 7.89283  -0.986
H36 1.84141 -4.48403 -0.72691  0.399
H37 2.10665 -7.39680 4.02287  0.376
H38 3.86229 -6.54464 2.50868  0.285
C14 -1.31923 -2.96801 4.75985  -1.101
C15 0.04886 -0.13638 0.62769  -0.187
H39 3.16227 -5.31137 3.60633  0.307
H40 4.32818 3.10160 -8.16810  0.307

Results
Total energy ... -101088.183 eV
Maximum force ... 0.072 hartree/bohr
SMILES string ... CCOS(C)(=O)=O.CCOS(C)(=O)=O.CCOS(C)(=O)=O.CCOS(C)(=O)=O.CCOS(C)(=O)=O
HOMO-LUMO gap ... 11.249 eV

=====

The following is a quantum chemistry calculation of 8 unconnected molecules or ions with the total composition C5H27NO7, from the Open Molecules 2025 dataset.

Each line ends with the Mulliken charge.
Atoms and positions in Å:
O1 -2.27202 3.19658 -1.80438  -0.635
H1 2.30948 -2.63919 0.74637  0.304
H2 2.38979 1.09836 -0.27736  0.338
H3 0.04545 -0.58130 3.57709  0.358
C1 -0.10126 1.87152 2.32867  -1.183
C2 -0.99382 -1.27376 0.49955  0.245
H4 4.27246 -0.24395 0.94727  0.265
H5 -0.42759 0.44671 -2.57248  0.263
O2 -1.37983 0.70239 -2.54295  -0.598
H6 1.70771 0.27123 -2.41254  0.374
H7 0.32887 -2.46200 -0.84825  0.241
H8 -1.52663 1.14731 -3.38514  0.307
H9 0.83671 -1.04510 -2.38813  0.312
H10 -1.34154 2.95188 -1.74936  0.328
H11 1.39261 0.22525 0.34631  0.268
H12 -1.22211 -1.57639 3.05539  0.413
N1 -0.28203 -0.42612 1.47066  0.201
C3 -0.19597 -2.57605 0.09433  -0.954
H13 0.93666 1.52362 2.32956  0.261
H14 -1.96372 -1.63855 0.83882  0.690
H15 4.17284 1.28264 1.18598  0.284
H16 -1.90570 0.68428 2.39814  0.536
H17 -1.30174 1.26982 0.78499  -0.140
H18 -0.35452 2.17774 3.34429  0.342
H19 -3.50999 0.90219 -0.82800  0.320
C4 -0.23985 -1.19696 2.71898  -1.325
H20 0.52588 -2.79722 0.87258  0.153
O3 1.50892 0.72331 -0.48096  -0.541
O4 3.65280 0.49261 1.00202  -0.577
H21 -2.93963 -0.07303 -1.81457  0.331
H22 -2.68494 2.38181 -2.12005  0.340
O5 1.12547 -0.30139 -2.91961  -0.747
H23 3.35863 -2.29499 -0.14740  0.291
O6 3.27259 -2.76455 0.69898  -0.704
H24 -1.00575 -3.29820 0.09449  0.350
H25 -1.19509 -0.74869 -0.43665  -0.661
H26 -0.00936 2.75291 1.68919  0.352
O7 -3.76535 0.39890 -1.61128  -0.673
H27 0.46956 -2.01318 2.62638  0.335
C5 -1.05669 0.78934 1.73645  -0.064

Results
Total energy ... -21444.915 eV
Maximum force ... 0.057 hartree/bohr
SMILES string ... CCN(C)CC.O.O.O.O.O.O.O
HOMO-LUMO gap ... 9.611 eV

=====

The following is a quantum chemistry calculation of 13 unconnected molecules or ions with the total composition C14H54NO13, from the Open Molecules 2025 dataset.

Each line ends with the Mulliken charge.
Atoms and positions in Å:
H1 -0.91184 0.21720 0.36609  -0.448
H2 -2.88981 5.51199 1.03030  0.373
H3 1.55867 -2.11464 2.98050  0.461
H4 3.74089 -1.70501 -1.62305  0.129
H5 -4.53536 4.91833 0.61153  0.365
H6 -1.87184 1.37855 -0.49526  -0.272
H7 1.64894 -3.76311 -4.87358  0.208
H8 -2.92617 2.12218 -2.83281  0.313
H9 -2.98405 -1.28261 1.41269  0.290
H10 2.96370 -3.47148 -5.96144  0.400
N1 -0.12816 -0.91932 2.70966  -0.301
H11 3.80023 -1.55887 -4.76363  0.481
H12 1.40322 -2.73685 -2.50391  0.130
H13 1.60733 -2.31985 -5.98121  0.264
H14 -0.17885 4.46398 2.15788  0.318
H15 -0.17219 -1.10300 -5.10213  0.245
O1 1.45171 -2.04856 5.83753  -0.320
C1 2.94474 -2.09281 -4.33508  -0.312
H16 -1.13715 -3.31750 -3.22531  0.363
H17 2.23627 0.38043 2.74708  0.358
H18 -2.04543 1.95479 -4.05476  0.294
H19 0.25540 -2.83765 7.32041  0.297
H20 -0.95034 1.99209 4.47937  0.312
O2 -3.62197 3.05859 -1.16551  -0.460
H21 -0.07641 -2.69710 4.73130  0.391
C2 -0.63569 2.47243 2.61566  0.995
H22 -0.57934 4.26274 3.88434  0.493
H23 -0.09090 1.46575 -0.61503  0.451
C3 2.57792 -1.45977 0.12721  0.502
O3 -2.93861 1.79265 -3.74091  -0.627
O4 -1.18166 -3.61275 -0.99922  -0.756
H24 -0.24235 -0.99690 5.22260  0.336
H25 0.61857 -3.72220 -1.61726  0.419
H26 -1.88550 4.22367 2.72893  0.212
O5 1.34168 -3.67464 -2.27737  -0.637
C4 2.21057 -2.96248 -5.34758  -1.082
C5 -0.95086 0.78380 -0.56958  0.334
C6 -2.89724 3.66736 -0.13560  0.227
H27 -2.83019 3.07939 0.79043  0.066
H28 0.59799 -1.07349 7.47523  0.306
H29 1.86685 -0.69399 0.47029  -0.263
O6 3.38482 -1.86434 1.21090  -0.549
H30 -3.67086 5.58572 -0.63228  0.398
H31 -0.52267 0.16875 -5.87760  0.286
C7 -0.94444 -0.17223 -1.77419  1.380
O7 0.64002 3.73572 -2.39496  -0.597
C8 1.03242 -1.32491 3.51109  0.565
O8 -1.40928 -3.41353 -4.15333  -0.591
H32 3.28921 -2.57510 -3.41731  0.206
H33 1.90707 -2.30748 7.72020  0.236
C9 3.37390 -0.85424 -1.03847  -0.714
H34 2.70568 -0.45403 -1.81140  -0.019
C10 0.99732 -2.04626 7.18543  -0.750
H35 1.61418 0.66234 4.36732  0.362
H36 -1.86077 3.75966 -0.46951  0.231
O9 -3.41647 -0.47029 1.13886  -0.723
H37 1.05769 4.06424 -1.59214  0.292
C11 1.97601 -0.11079 3.68626  -1.543
H38 3.85645 -1.10082 1.55067  0.329
H39 -1.03419 2.21978 1.63319  -0.519
H40 -0.00120 -0.72404 -1.57309  -0.672
H41 -2.94104 -0.21298 0.33071  0.350
H42 2.89713 -0.52949 4.10924  0.360
O10 -1.26133 1.69520 3.61925  -0.589
H43 -4.56580 3.16776 -1.01564  0.244
H44 2.28633 -0.20811 -3.97047  0.212
H45 -1.44244 -2.66191 -1.16281  0.349
H46 -1.39750 -4.36298 -4.30692  0.248
H47 4.11359 -0.08260 -0.84006  0.457
H48 -0.96894 0.42901 -2.69465  -0.239
O11 1.99637 -1.11555 -3.87522  -0.309
H49 0.17085 -0.61960 1.78549  -0.224
C12 -3.49405 5.00637 0.28182  -1.505
H50 0.06688 4.45358 -2.68477  0.290
H51 1.88539 -2.18845 -0.29177  0.090
C13 0.46855 -1.75323 4.86733  -0.818
O12 -0.83736 -0.72094 -5.69154  -0.626
O13 -1.97052 -1.08418 -1.76141  -1.108
H52 -0.50212 -0.03974 3.08280  0.321
C14 -0.83768 3.95726 2.86729  -1.237
H53 0.43329 2.21821 2.64680  0.014
H54 -1.23728 -3.70716 -0.04388  0.252

Results
Charge ... -1
Total energy ... -43499.772 eV
Maximum force ... 0.051 hartree/bohr
HOMO-LUMO gap ... 5.584 eV